(1)
{"formula": "C7H21NO3", "method": "ωB97M-V/def2-TZVPD", "multiplicity": 1, "gap_ev": 7.55, "smiles": "CCC/C(C)=C(/C)N.O.O.O", "de_lowest_kcal_mol": 18.6, "e_homo_ha": -0.2638, "lumo_energy_ev": 0.3693, "elements": ["C", "C", "C", "N", "C", "C", "C", "C", "H", "H", "H", "H", "H", "H", "H", "H", "H", "H", "H", "H", "H", "H", "H", "H", "H", "O", "H", "H", "O", "H", "H", "O"], "xyz": [[2.236, -0.989, 0.895], [2.320, 0.219, -0.087], [0.962, 1.012, -0.083], [-1.396, -0.705, 0.334], [-1.108, -0.170, -0.973], [0.050, 0.508, -1.191], [0.400, 0.859, -2.625], [-2.131, -0.524, -1.948], [2.704, -1.857, 0.432], [2.841, -0.745, 1.817], [1.222, -1.393, 1.093], [2.580, -0.017, -1.105], [3.137, 0.953, 0.151], [1.161, 2.056, -0.103], [0.465, 0.951, 0.875], [-2.043, -1.468, 0.251], [-0.579, -0.809, 0.905], [-0.440, 1.184, -3.259], [0.742, -0.058, -3.082], [1.066, 1.694, -2.710], [-2.767, 0.375, -2.191], [-2.807, -1.319, -1.631], [-1.689, -0.763, -2.912], [1.288, 0.396, 3.006], [2.033, 1.781, 3.077], [1.234, 1.342, 2.799], [-1.971, 1.505, 0.737], [-2.124, 2.828, 1.473], [-2.622, 2.156, 1.005], [0.526, -3.851, 0.179], [-0.370, -3.935, 1.315], [-0.116, -3.290, 0.650]], "forces_ev_per_a": [[1.100, 0.095, -0.256], [-0.605, 1.432, 1.212], [0.089, -1.781, -0.582], [-0.429, 1.668, -1.244], [2.022, -0.392, 2.473], [-1.435, 0.759, -0.359], [-1.142, -0.016, 0.092], [-1.167, 1.178, -1.689], [0.408, -0.113, 0.081], [-0.979, -0.466, -0.743], [0.580, 0.810, 0.133], [-0.206, -0.687, -0.447], [-0.564, -0.841, 0.447], [0.121, 1.099, -0.820], [0.033, -0.469, 0.116], [0.350, -0.302, 0.563], [-0.252, -0.534, 0.079], [-0.167, -0.187, 0.464], [0.736, -0.024, -0.541], [0.915, 0.090, 0.074], [0.391, -0.744, 0.401], [0.171, -0.027, -0.006], [0.014, -0.377, -0.056], [0.327, 0.540, 0.042], [0.410, -0.157, 0.260], [-0.643, -0.226, 0.224], [0.157, -0.480, -0.059], [0.089, 0.105, 0.070], [-0.316, 0.307, 0.025], [-0.088, 0.659, -0.253], [-0.471, 0.177, 0.465], [0.551, -1.095, -0.166]]}

=====

(2)
{"formula": "C32H57O5RuSi4", "method": "ωB97M-V/def2-TZVPD", "multiplicity": 5, "gap_ev": [5.35, 6.40], "s_squared": 6.075, "charge": -1, "e_homo_ha": [-0.1127, -0.1513], "lumo_energy_ev": [2.2824, 2.2812], "elements": ["C", "C", "C", "C", "H", "H", "C", "H", "H", "C", "H", "H", "C", "C", "C", "O", "O", "O", "O", "C", "H", "H", "H", "C", "H", "H", "H", "O", "H", "H", "C", "C", "H", "H", "H", "H", "H", "H", "Ru", "C", "C", "C", "H", "C", "C", "H", "H", "H", "H", "C", "C", "C", "H", "C", "C", "H", "H", "H", "H", "C", "Si", "C", "C", "Si", "Si", "C", "C", "C", "Si", "C", "C", "C", "H", "H", "H", "H", "H", "H", "H", "H", "H", "H", "H", "H", "H", "H", "H", "H", "H", "H", "H", "H", "H", "H", "H", "H", "H", "H", "H"], "xyz": [[0.370, -0.030, -6.719], [0.250, -0.781, -5.370], [-0.111, 1.418, -6.490], [-0.903, 1.415, -5.135], [-0.745, 1.734, -7.331], [0.780, 2.062, -6.436], [-0.902, -0.109, -4.641], [1.186, -0.669, -4.803], [0.123, -1.859, -5.570], [-1.082, -0.542, -3.152], [-1.805, -0.513, -5.134], [-1.963, 1.667, -5.318], [-0.359, 2.428, -4.241], [1.774, -0.118, -7.295], [-0.429, -0.655, -7.861], [-1.013, -0.002, -8.712], [2.780, 0.027, -6.612], [1.803, -0.362, -8.619], [-0.443, -1.998, -7.867], [-1.043, -2.503, -9.066], [-0.999, -3.588, -9.009], [-0.482, -2.137, -9.929], [-2.078, -2.164, -9.125], [3.117, -0.540, -9.154], [3.755, 0.334, -8.971], [2.981, -0.696, -10.224], [3.588, -1.416, -8.694], [-0.512, 0.175, -2.099], [-0.658, -1.553, -3.039], [-2.170, -0.524, -2.981], [-1.276, 3.161, -3.335], [1.104, 2.502, -4.026], [1.549, 3.327, -4.618], [1.625, 1.564, -4.301], [1.327, 2.682, -2.959], [-0.813, 3.279, -2.343], [-2.242, 2.635, -3.202], [-1.482, 4.167, -3.757], [-0.180, 0.461, -0.195], [-2.191, 0.212, 0.562], [-3.015, -0.252, -0.508], [-2.602, -1.537, -0.917], [-3.901, 0.291, -0.821], [-1.538, -1.951, -0.106], [-1.252, -0.907, 0.848], [-0.782, -1.043, 1.812], [-2.521, 0.988, 1.262], [-3.045, -2.122, -1.734], [-1.040, -2.915, -0.164], [2.085, 0.649, -0.417], [1.529, -0.458, 0.399], [1.325, -1.556, -0.526], [1.661, -0.541, 1.475], [1.882, -1.199, -1.782], [2.372, 0.113, -1.707], [3.002, 0.586, -2.459], [2.475, 1.594, -0.037], [0.934, -2.527, -0.240], [2.020, -1.839, -2.663], [3.476, 1.738, 2.426], [2.022, 2.945, 2.511], [2.142, 3.719, 4.238], [2.194, 4.367, 1.282], [0.023, 1.791, 1.803], [-0.357, 0.707, 3.972], [-0.509, 1.825, 5.492], [-1.978, -0.277, 4.050], [1.112, -0.457, 4.229], [-1.536, 3.554, 2.201], [-1.082, 4.938, 3.401], [-1.707, 4.322, 0.495], [-3.241, 2.958, 2.763], [4.410, 2.318, 2.377], [3.468, 1.081, 1.552], [3.526, 1.088, 3.308], [2.967, 4.449, 4.242], [1.239, 4.254, 4.553], [2.383, 2.969, 5.003], [2.201, 4.012, 0.243], [1.391, 5.112, 1.382], [3.148, 4.885, 1.468], [-1.275, 2.603, 5.376], [-0.822, 1.184, 6.332], [0.435, 2.300, 5.779], [-2.099, -1.015, 3.249], [-1.978, -0.827, 5.004], [-2.862, 0.373, 4.042], [1.346, -1.072, 3.350], [2.020, 0.087, 4.524], [0.854, -1.143, 5.052], [-0.134, 5.433, 3.165], [-1.877, 5.696, 3.314], [-1.054, 4.615, 4.448], [-1.863, 3.553, -0.275], [-2.588, 4.981, 0.503], [-0.828, 4.923, 0.225], [-3.716, 2.273, 2.051], [-3.236, 2.484, 3.752], [-3.878, 3.855, 2.828]], "forces_ev_per_a": [[-0.084, -0.758, -0.968], [0.835, 0.073, -0.227], [0.024, -0.237, 0.217], [-0.327, -0.647, -0.522], [0.371, -0.049, 0.309], [-0.473, -0.059, 0.054], [-0.307, 0.022, -0.447], [-0.156, 0.090, -0.205], [-0.130, 0.422, 0.334], [-0.126, 0.775, 0.949], [0.086, 0.020, 0.203], [0.359, -0.080, -0.070], [-0.001, -0.176, 0.893], [1.568, 0.586, 1.706], [-1.727, 0.845, -0.392], [0.570, -0.747, 0.807], [-1.167, -0.246, -1.233], [0.484, 0.105, 0.265], [0.107, 0.140, -0.225], [-0.042, -0.154, 0.031], [0.055, 0.019, 0.091], [-0.161, -0.071, 0.038], [0.102, -0.068, -0.126], [0.269, -0.068, -0.093], [-0.266, -0.177, -0.003], [0.016, 0.022, 0.133], [-0.071, 0.180, -0.102], [-0.302, 1.113, -2.212], [-0.491, -0.326, -0.430], [0.228, -0.474, -0.245], [-0.117, 0.231, 0.133], [0.591, 0.050, 0.273], [0.096, -0.221, 0.232], [-0.229, 0.477, 0.036], [-0.028, 0.003, -0.389], [-0.238, 0.099, -0.239], [0.421, 0.249, -0.068], [-0.098, -0.179, 0.371], [0.156, 2.044, -1.233], [0.179, -0.932, 0.487], [-0.409, -0.623, -0.029], [-0.727, -0.138, 0.368], [0.197, -0.090, -0.365], [-1.065, -0.017, 0.234], [-1.445, 0.110, 0.711], [-0.067, -0.314, -0.147], [0.260, -0.656, -0.298], [0.287, 0.351, 0.453], [-0.126, 0.300, -0.031], [0.214, -0.657, 0.393], [1.837, 0.058, -0.553], [1.271, 0.113, -0.091], [-0.152, -0.061, -0.318], [0.792, 0.013, 0.300], [0.185, -0.575, 0.098], [-0.538, 0.073, 0.025], [-0.096, -0.487, -0.201], [0.198, 0.299, -0.147], [-0.374, 0.212, 0.475], [0.552, 0.185, -0.144], [-0.840, -0.701, -0.469], [0.062, 0.143, 0.183], [0.604, 0.257, -0.075], [-0.152, 0.506, 2.259], [-0.054, 0.408, -1.346], [0.118, -0.082, 0.306], [0.031, -0.422, 0.274], [-0.141, -0.403, 0.617], [0.698, -0.812, -0.547], [-0.150, 0.309, 0.092], [-0.578, 0.422, -0.034], [-0.334, 0.344, 0.005], [0.008, -0.135, 0.120], [-0.044, 0.183, 0.246], [-0.055, 0.230, -0.059], [-0.118, -0.149, -0.074], [0.168, -0.160, -0.069], [-0.087, 0.090, -0.169], [-0.056, 0.046, 0.191], [0.124, -0.272, 0.029], [-0.136, 0.035, -0.147], [0.156, -0.170, -0.040], [0.042, 0.136, -0.106], [-0.210, -0.019, -0.082], [-0.027, 0.221, 0.214], [-0.105, 0.068, -0.073], [0.221, -0.079, -0.018], [-0.113, 0.187, 0.224], [-0.241, -0.088, -0.112], [0.219, 0.011, -0.097], [-0.150, -0.135, 0.011], [0.139, -0.071, 0.058], [0.028, 0.022, -0.192], [0.068, 0.154, 0.212], [0.152, 0.043, -0.243], [-0.150, -0.180, 0.038], [0.078, 0.143, 0.178], [0.066, 0.107, -0.210], [-0.013, -0.182, 0.039]]}

=====

(3)
{"formula": "C5H9NO", "method": "ωB97M-V/def2-TZVPD", "multiplicity": 1, "gap_ev": 10.73, "smiles": "[H]/N=C(/C)OC1CC1", "de_lowest_kcal_mol": 50.3, "e_homo_ha": -0.3561, "lumo_energy_ev": 1.0422, "elements": ["C", "C", "N", "O", "C", "C", "C", "H", "H", "H", "H", "H", "H", "H", "H", "H"], "xyz": [[-2.261, -0.062, -0.638], [-0.973, -0.793, -0.407], [-0.470, -1.582, -1.260], [-0.496, -0.579, 0.864], [0.767, 0.003, 1.085], [1.137, 1.329, 0.507], [1.905, 0.084, 0.116], [-3.009, -0.434, 0.070], [-2.140, 1.010, -0.442], [-2.613, -0.236, -1.654], [0.350, -2.049, -0.868], [1.034, -0.179, 2.120], [0.479, 1.730, -0.258], [1.600, 2.075, 1.146], [1.784, -0.267, -0.905], [2.903, -0.050, 0.523]], "forces_ev_per_a": [[-0.029, -0.001, -0.046], [-0.049, -0.143, -0.275], [-0.009, 0.227, 0.393], [-0.020, -0.052, -0.030], [0.211, 0.019, 0.207], [-0.071, 0.188, -0.030], [0.115, -0.142, -0.124], [0.102, 0.048, -0.062], [0.011, -0.193, -0.071], [0.048, 0.056, 0.112], [-0.029, 0.105, -0.069], [-0.036, 0.039, -0.126], [0.062, -0.055, 0.116], [-0.066, -0.134, -0.110], [-0.067, 0.076, 0.178], [-0.172, -0.038, -0.065]]}

=====

Look up the multiplicity of the first one. 1

=====

multiplicity of number 2 (C32H57O5RuSi4)? 5

=====

Which formula does entry 3 have? C5H9NO

=====

Look up the multiplicity of the first one. 1